Record 1
{"formula": "C30H30FIN6O8RuS2", "method": "ωB97M-V/def2-TZVPD", "total_charge": 1, "s_squared": 0.762, "molar_mass_g_mol": 913.7, "homo_ev": [-9.4, -9.4], "spin_multiplicity": 2, "e_above_lowest_kj_mol": 270.06, "species": ["Ru", "C", "C", "N", "C", "C", "N", "C", "O", "O", "C", "O", "O", "H", "H", "H", "H", "H", "F", "C", "C", "C", "C", "O", "C", "C", "N", "C", "C", "C", "C", "C", "C", "N", "C", "C", "N", "C", "C", "C", "O", "O", "H", "H", "H", "H", "H", "H", "H", "H", "H", "H", "H", "H", "H", "H", "H", "H", "H", "H", "I", "C", "C", "C", "C", "N", "C", "H", "H", "H", "H", "C", "O", "C", "S", "S", "H", "H", "H"], "xyz": [[1.87736, -2.29376, -1.32636], [3.29005, 1.25775, 0.01625], [3.86956, -0.06762, 0.33307], [3.47154, -1.25538, -0.10561], [4.33494, -2.18340, 0.41717], [5.26042, -1.55913, 1.19400], [4.94362, -0.22963, 1.12498], [6.41873, -1.97860, 2.03326], [6.68058, -3.25883, 2.08873], [7.03862, -1.12116, 2.61932], [4.23731, -3.58267, -0.03065], [4.96443, -4.43353, 0.48095], [3.40385, -3.77760, -0.97563], [2.46292, 1.13153, -0.66403], [4.03554, 1.89223, -0.46493], [2.94259, 1.76071, 0.92053], [5.49596, 0.47608, 1.59145], [6.04923, -3.80342, 1.51227], [-2.74493, -0.27890, 2.77640], [-2.22158, 0.53462, 1.83391], [-1.40598, -0.02003, 0.89403], [-0.83258, 0.76144, -0.10931], [0.01146, 0.10161, -1.09840], [0.08254, -1.14612, -1.09665], [0.67741, 0.96546, -1.99603], [0.38979, 2.29280, -1.97630], [-0.49287, 2.90363, -1.14723], [-0.76948, 4.29770, -1.46665], [-2.09099, 4.98090, -1.30831], [-0.90360, 5.42182, -0.48562], [-1.08556, 2.14255, -0.14260], [-1.91137, 2.68155, 0.85220], [-2.51869, 1.90508, 1.82729], [-3.35270, 2.54367, 2.78369], [-3.88598, 1.77061, 3.90940], [-4.66469, 2.71670, 4.83373], [-4.09532, 4.09100, 4.66478], [-4.45814, 4.63434, 3.31163], [-4.35106, 3.48901, 2.29813], [1.76387, 0.49733, -2.95402], [2.20957, 1.32895, -3.72983], [2.11569, -0.72490, -2.85772], [-1.21556, -1.08956, 0.89947], [0.91435, 2.91657, -2.68975], [-0.24447, 4.55932, -2.37184], [-2.90881, 4.45326, -0.84094], [-2.40899, 5.61173, -2.12630], [-0.87038, 5.21472, 0.57388], [-0.42279, 6.35505, -0.74352], [-2.08051, 3.74232, 0.88630], [-3.05295, 1.33012, 4.45285], [-4.55238, 0.96063, 3.60357], [-4.57807, 2.40543, 5.87156], [-5.72199, 2.76819, 4.58241], [-3.07732, 4.00392, 4.70651], [-4.39454, 4.72443, 5.40545], [-3.77445, 5.44917, 3.08267], [-5.47114, 5.02994, 3.35391], [-4.07254, 3.89492, 1.33206], [-5.32315, 2.99684, 2.17066], [-0.85722, -6.03998, -5.17476], [0.81273, -4.90190, -4.66830], [1.95381, -4.90005, -5.45511], [3.03797, -4.13551, -5.05313], [2.94870, -3.39924, -3.88850], [1.83974, -3.40855, -3.15282], [0.78472, -4.13732, -3.51728], [1.99597, -5.48262, -6.36527], [3.94542, -4.11057, -5.63852], [3.76063, -2.78413, -3.52977], [-0.08995, -4.09962, -2.88147], [-2.31464, -6.22313, -0.50489], [-0.97827, -5.71789, -0.40661], [-0.79303, -4.41244, -0.30490], [-2.00848, -3.29817, -0.43668], [0.88479, -4.06994, 0.02873], [-2.21233, -7.30362, -0.50190], [-2.78922, -5.88116, -1.42258], [-2.90770, -5.88557, 0.34357]], "lowdin_spin": [0.903, 0.000, 0.008, 0.032, 0.002, 0.001, 0.002, 0.000, 0.000, 0.000, 0.000, 0.001, -0.010, 0.000, 0.000, 0.000, 0.000, 0.000, 0.000, 0.000, 0.000, 0.000, 0.003, 0.012, 0.001, 0.001, 0.001, 0.000, 0.000, 0.000, 0.000, 0.000, 0.000, 0.000, 0.000, 0.000, 0.000, 0.000, 0.000, 0.001, 0.000, 0.006, 0.000, 0.000, 0.000, 0.000, 0.000, 0.000, 0.000, 0.000, 0.000, 0.000, 0.000, 0.000, 0.000, 0.000, 0.000, 0.000, 0.000, 0.000, 0.001, 0.001, -0.001, -0.001, -0.002, 0.009, 0.007, 0.000, 0.000, 0.000, 0.001, 0.000, 0.001, 0.006, 0.001, 0.010, 0.000, 0.000, 0.000]}

=====

Record 2
{"formula": "C30H30N6O3S2Zr", "method": "ωB97M-V/def2-TZVPD", "total_charge": 2, "molar_mass_g_mol": 678.0, "homo_ev": -13.0, "e_above_lowest_kj_mol": 0.00, "species": ["Zr", "C", "C", "C", "C", "C", "C", "H", "H", "H", "H", "H", "H", "C", "N", "C", "C", "C", "O", "N", "C", "O", "H", "H", "H", "H", "H", "N", "C", "C", "C", "C", "C", "N", "H", "H", "H", "H", "H", "H", "C", "N", "C", "C", "N", "C", "S", "H", "H", "H", "H", "H", "H", "C", "C", "O", "S", "C", "C", "C", "C", "C", "C", "C", "C", "H", "H", "H", "H", "H", "H", "H"], "xyz": [[-0.78379, -0.97089, -0.17073], [-0.02005, -1.98147, 2.59031], [1.16002, -1.20958, 2.19698], [1.94575, -1.80769, 0.96644], [1.35026, -2.96811, 0.31644], [0.05389, -3.31386, 0.52799], [-0.62947, -2.83472, 1.73943], [-0.38554, -1.88486, 3.60594], [1.76820, -0.76926, 2.97473], [3.02408, -1.71632, 0.99983], [1.96671, -3.56489, -0.34633], [-0.37423, -4.16603, 0.02068], [-1.51126, -3.37774, 2.04631], [-6.02392, -3.65065, -1.00557], [-5.03524, -2.73397, -0.39390], [-5.36783, -1.97171, 0.67831], [-4.50025, -1.12224, 1.27965], [-3.21592, -1.09713, 0.72470], [-2.23945, -0.34597, 1.16743], [-2.86239, -1.86899, -0.32049], [-3.75407, -2.70724, -0.93322], [-3.47957, -3.40283, -1.89820], [-7.00785, -3.36100, -0.64941], [-5.80827, -4.67712, -0.72322], [-5.97562, -3.56034, -2.08395], [-6.38824, -2.08185, 1.02246], [-4.77387, -0.51333, 2.12611], [-2.37686, 0.97020, -1.65147], [-1.44821, 1.80712, -1.00480], [-1.57772, 3.15706, -0.77815], [-0.52897, 3.79805, -0.13318], [0.60690, 3.10521, 0.28766], [0.64610, 1.74939, 0.09390], [-0.37888, 1.13442, -0.55127], [-3.22938, 1.44947, -1.91120], [-1.96982, 0.50339, -2.45840], [-2.45576, 3.69278, -1.11308], [-0.58890, 4.86571, 0.04134], [1.42540, 3.61279, 0.78127], [2.34154, 0.64156, -0.40157], [1.02431, -1.23109, -5.61755], [-0.21088, -1.88748, -5.15546], [-1.11471, -2.56507, -5.96733], [-2.08732, -3.03420, -5.16542], [-1.76407, -2.63892, -3.87934], [-0.62363, -1.94679, -3.88420], [0.26534, -1.24786, -2.56565], [1.04726, -1.28375, -6.70099], [1.89084, -1.74311, -5.20912], [1.02833, -0.19204, -5.30287], [-0.97125, -2.64685, -7.03098], [-2.96779, -3.61168, -5.38629], [-2.30568, -2.87171, -3.03817], [5.62400, 6.29621, 4.66152], [4.87403, 5.19717, 3.94344], [4.08083, 5.39492, 3.07269], [5.31945, 3.55377, 4.54646], [4.32870, 2.59592, 3.44653], [4.86486, 2.07759, 2.27569], [4.03615, 1.46421, 1.33980], [2.66940, 1.36769, 1.56349], [2.14706, 1.84109, 2.76668], [2.96603, 2.44622, 3.70228], [1.75751, 0.79771, 0.51029], [1.10701, -0.55686, 0.85517], [4.89920, 6.98423, 5.09419], [6.21197, 6.84337, 3.92523], [6.28259, 5.91868, 5.44258], [5.92588, 2.17598, 2.08534], [4.46093, 1.09034, 0.41384], [1.08260, 1.75571, 2.97147], [2.55352, 2.82922, 4.62693]], "lowdin_charge": [1.667, -0.014, -0.138, -0.131, -0.046, -0.185, -0.156, 0.139, 0.145, 0.157, 0.137, 0.122, 0.124, 0.032, -0.018, 0.007, 0.046, -0.475, -0.165, 0.048, -0.464, 0.052, 0.099, 0.110, 0.099, 0.149, 0.135, 0.123, -0.357, 0.022, 0.018, 0.033, -0.182, -0.043, 0.120, 0.070, 0.129, 0.132, 0.137, 0.156, -0.001, -0.109, -0.010, -0.025, 0.095, -0.688, 0.674, 0.101, 0.098, 0.090, 0.138, 0.135, 0.090, -0.062, -0.725, 0.041, 1.028, -0.536, -0.060, -0.007, -0.217, -0.045, -0.066, -0.174, -0.344, 0.094, 0.096, 0.068, 0.117, 0.121, 0.131, 0.119]}